DFT (ωB97M-V/def2-TZVPD) results for C58H59BF3IrN3OP2S2Sb as an isolated structure in a non-equilibrium geometry.

Calculated values
- Multiplicity: 6
- HOMO (alpha / beta): -14.174 / -15.241 eV
- Net charge: +3
- HOMO-LUMO gap (alpha / beta): 6.78 / 4.29 eV
- DFT total energy: -4632.08145 Ha
- <S²>: 8.78

CARTESIAN COORDINATES (ANGSTROEM)
N 2.64701 4.43087 -0.63105
H -3.09409 6.08157 0.44525
H -3.57519 -3.08103 2.36135
H 2.29141 5.47337 -3.13195
C -0.30379 -6.33773 -2.81025
C -3.24519 -6.02663 -0.10415
H -3.16059 -6.85323 -0.79215
H 5.70501 -3.52083 2.01075
C -2.71989 2.99127 -1.82325
H -4.32759 -3.10153 -2.21325
C 4.05921 6.68547 -3.35185
C 2.79321 -0.30413 -2.22105
C 5.06951 -4.45293 -1.19145
C 0.45051 -4.24273 -1.90835
H 4.56271 0.14857 1.01775
C 1.02351 -5.57533 1.57185
H -4.26319 -2.87393 -4.66725
H -3.58159 6.25657 -1.96265
C -1.56399 -1.16463 -2.52835
C -3.26009 5.31647 -1.54505
H 1.94971 9.84337 1.90245
H -2.48939 -4.60053 -1.50475
C 0.02381 -5.55023 -1.72035
H -2.39789 3.93837 1.42045
C 0.22991 -4.49023 -4.28415
C -1.54749 -1.01793 -3.90265
F -0.53679 -6.52563 -5.13825
S 2.69201 0.06357 -0.45355
H 5.57071 -4.91883 -2.02535
C -0.23979 -5.90223 3.56695
H 3.42361 0.42957 -2.71555
C -0.75979 -4.62003 3.48815
H 3.57581 7.62517 -3.09715
H 1.04721 4.98727 1.70885
N 0.36701 4.98327 -0.85175
H -4.93789 -1.39083 -0.11635
F 7.04701 -4.55343 0.06595
C 1.36751 4.09987 -0.65535
H -0.63279 -7.35903 -2.68875
C 1.27591 6.04497 1.72995
H -3.29639 4.28577 -3.42015
C -3.82769 -5.18233 2.06655
H 4.85261 -0.96893 -0.33575
C 1.16611 8.24287 0.72905
C 0.65521 -6.39013 2.62605
C -2.60009 4.00717 0.36135
C -3.03979 -3.67973 0.36375
H -1.43439 -4.26923 4.25145
C -3.72479 -6.24353 1.17895
C 5.76211 -4.22663 -0.00885
C -0.53919 1.39177 4.07905
S 0.92301 2.47137 -0.45945
H -2.59999 2.12407 -2.45735
H 3.31271 -2.86353 1.86175
C 0.47271 -4.30653 1.45305
C 3.31291 5.50497 -2.74315
H -4.00769 0.56047 -1.18455
P -2.58779 -1.99073 -0.09595
Ir -0.57089 -0.85093 0.56185
C -2.13479 1.54867 2.04485
C 5.14471 -3.65983 1.09985
H -4.63209 1.13727 0.35165
C -3.54829 -2.52183 -2.68565
C -3.10539 4.20547 -2.36245
C 3.81351 -3.30203 1.00825
H 5.08711 6.71557 -2.99965
H -3.84249 1.80847 4.95665
H -4.01829 -7.23373 1.49175
C -3.16489 1.65267 2.90555
H 0.31181 1.94007 4.48805
H -0.07829 2.20037 2.01735
C -0.72269 1.49697 2.55195
O -0.57959 6.98837 -1.17895
C -1.75759 1.53127 4.90045
C 1.76661 8.78207 1.85085
C -0.19839 -5.79413 -4.08255
H -4.18179 -1.00143 1.43925
H -0.79189 -0.69223 -1.90855
C -2.50269 2.87937 -0.45065
C -3.87329 0.49107 -0.09965
H -0.80479 -1.57953 5.09955
H 3.28181 3.65837 -0.47275
C 3.73681 -4.09153 -1.26625
H 1.74211 -5.93413 0.84635
C 3.10811 -3.52043 -0.16835
H 3.20941 -1.30153 -2.35425
H 0.87361 8.86867 -0.10015
H 4.98031 0.79027 -0.58565
C 1.86211 6.59677 2.85345
H -0.06089 -5.96623 -0.72445
H 0.90621 -2.70223 -3.34945
P -2.19579 1.21897 0.24265
H -2.51899 -1.51273 -5.74265
H -4.17909 -5.35243 3.07005
C 0.93291 6.86507 0.65165
C -2.52849 -1.62723 -4.67015
H 1.05101 -7.38773 2.72875
C 2.11721 7.96047 2.91155
B 0.26181 -1.21973 4.69745
C 0.55311 -3.71393 -3.18845
F -0.61159 -6.67913 4.57935
H 2.58171 8.38157 3.78905
C 4.45501 0.00267 -0.05185
H 3.80931 4.57187 -3.02535
C -2.88049 -4.75483 -0.50945
C 0.20801 6.36527 -0.52475
C -2.96939 1.68237 4.33495
Sb 1.01251 -3.05103 -0.20225
H 0.81041 -0.97973 5.73125
C -3.49029 -3.90523 1.66555
H 4.27571 5.67217 -0.80315
C -0.39619 -3.82423 2.41955
H -0.46189 4.61327 -1.30875
C -0.13249 -0.06133 3.73065
H 4.07381 6.59407 -4.43445
H -0.79249 -2.81293 2.33595
C 3.26621 5.61507 -1.21265
H 2.11201 5.96717 3.69435
C -3.51369 -2.38983 -4.06305
H -1.63599 1.50467 5.97355
H 1.78851 -0.25123 -2.62975
H -0.77809 -0.43293 -4.38335
N -0.24959 0.10577 2.44615
H 1.02211 -1.92993 4.11945
H 2.72381 6.51337 -0.91495
C -2.57289 -1.90093 -1.91055
H 0.30971 -4.09703 -5.28355
H 3.17861 -4.28063 -2.17335
H -4.18189 1.72457 2.54565
C -4.05239 -0.95173 0.35505
C -2.99199 5.21547 -0.18815

Cartesian forces (eV/Å) of the 6 atoms listed first:
-0.4 -0.4 0.1
0.0 0.1 0.1
0.0 0.0 0.1
0.0 -0.1 0.0
0.0 -0.1 -0.3
0.0 -0.1 0.1